Entry 1:
Molecular formula: C48H46Cl3N6OsSSi
Method: DFT, wB97M-V/def2-TZVPD

Computed properties:
Net charge: +1
E in eV: -118213.5729
F_max in Eh/bohr: 0.00400
E_LUMO (spin up / spin down) in eV: -3.7 / -3.7
Relative energy (zero: lowest compared OMol25 entry of this formula, charge and spin) in kJ/mol: 31.24
HOMO-LUMO gap (spin up / spin down) in eV: 6.74 / 6.74

Last column: Mulliken charge in e.
CARTESIAN COORDINATES (ANGSTROEM)
Os 0.26089 -0.23536 0.08728  1.9248
S 5.76845 4.89580 -0.74990  0.1617
N 5.85121 3.32534 -0.40345  -0.6782
C 4.60893 2.87066 -0.39951  0.7002
C 4.21515 1.49457 -0.16578  0.6613
C 5.13324 0.45060 -0.03597  -0.7141
C 4.65047 -0.82984 0.06850  -1.4130
C 3.27492 -1.04257 0.08496  -0.0955
N 2.38135 -0.05657 0.03413  0.2863
C 2.85284 1.20821 -0.13222  0.0115
C 1.86215 2.24597 -0.39441  -1.0217
N 0.56760 1.86107 -0.37161  0.4500
C -0.36195 2.72864 -0.76003  0.3814
C -0.06208 4.02781 -1.15409  -1.2343
C 1.24714 4.45045 -1.12680  -1.1314
C 2.23552 3.54505 -0.73938  0.7604
C 3.64684 3.86799 -0.69250  0.8131
N 4.17478 5.06072 -0.91322  -0.6478
H 6.19331 0.66595 -0.05379  0.5601
H 5.31127 -1.68250 0.13067  0.5303
H 2.88693 -2.04789 0.13552  0.4565
H -1.37880 2.36182 -0.75866  -0.2159
H -0.86030 4.68658 -1.46622  0.5717
H 1.52845 5.45700 -1.40719  0.5452
C -4.86191 1.99501 1.90815  -1.6406
C -3.65512 2.12248 0.97191  2.1425
C -3.47989 3.61594 0.64126  -1.4131
C -3.77702 1.33198 -0.32906  1.1935
C -4.81060 1.71494 -1.17577  -0.4782
C -4.93486 1.20886 -2.45687  -1.7402
C -3.97500 0.33850 -2.93085  -0.0729
C -2.92913 -0.09603 -2.12295  1.0351
C -1.87592 -0.98244 -2.73721  2.6285
C -2.45314 -2.15275 -3.52981  -1.8209
C -0.93693 -0.13872 -3.60464  -1.3806
C -2.86475 0.35242 -0.79638  -1.9579
N -1.85729 -0.16231 0.11518  1.1057
C -2.30106 -0.63118 1.23556  -0.0082
C -1.36225 -0.59119 2.35828  0.6887
N -0.13373 -0.28446 2.07323  0.2976
C 0.68834 0.19560 3.18435  -0.4152
C 1.43778 -0.65577 4.01406  0.2978
C 2.17757 -0.06029 5.03696  -0.4222
C 2.17041 1.29987 5.26698  -1.6239
C 1.36351 2.10464 4.48832  -0.5487
C 0.59718 1.57350 3.45690  0.4733
C -0.40462 2.50185 2.79022  2.8733
C 0.20793 3.84073 2.37703  -1.9359
C -1.57484 2.75446 3.75056  -1.3875
C 1.58226 -2.17221 3.95460  0.3476
C 0.35421 -2.98859 3.56257  -1.3135
C 2.81933 -2.52251 3.13256  -1.3086
C -2.13871 -0.78228 3.59147  -0.0736
C -1.88214 -0.74235 4.93686  0.8820
C -2.93725 -1.03833 5.83433  -1.1868
C -4.19641 -1.37649 5.40441  -1.1379
C -4.49323 -1.41545 4.01805  1.0046
C -5.73163 -1.75371 3.41337  -0.8628
C -5.86486 -1.75524 2.04610  -1.2260
C -4.80412 -1.38552 1.18464  0.2932
C -3.60857 -1.03588 1.74926  0.0169
C -3.45155 -1.09241 3.15306  -0.2766
H -4.71554 2.63968 2.77731  0.4347
H -5.02478 0.98163 2.26482  0.2152
H -5.77394 2.32627 1.40804  0.3919
H -2.77013 1.78890 1.51510  -1.4109
H -4.42075 4.03840 0.28562  0.4799
H -2.73692 3.79435 -0.13511  0.1872
H -3.19025 4.17754 1.52984  0.3936
H -5.52638 2.44813 -0.82628  0.3573
H -5.75581 1.51889 -3.08997  0.4127
H -4.03473 -0.02315 -3.94896  0.4193
H -1.29357 -1.40233 -1.92402  -2.1090
H -2.93149 -1.81613 -4.45165  0.4560
H -3.18601 -2.70593 -2.94257  0.3928
H -1.65248 -2.83890 -3.80649  0.3901
H -1.48456 0.33063 -4.42498  0.4052
H -0.15038 -0.76205 -4.02974  0.4500
H -0.46540 0.66263 -3.02448  0.0826
H 2.76816 -0.70450 5.67749  0.5215
H 2.75816 1.72258 6.07113  0.4250
H 1.29893 3.16266 4.70508  0.3861
H -0.78846 2.01746 1.89170  -1.9213
H 0.46000 4.44900 3.24649  0.5779
H -0.51051 4.41284 1.78716  0.3126
H 1.11734 3.70990 1.79016  0.3926
H -1.20599 3.17276 4.68914  0.5013
H -2.12090 1.84098 3.98618  0.1360
H -2.27528 3.47194 3.32280  0.4474
H 1.80554 -2.46021 4.98557  0.6371
H 0.01549 -2.79514 2.54786  -0.1200
H -0.47477 -2.80909 4.24565  0.3207
H 0.60219 -4.04924 3.61241  0.5180
H 2.66376 -2.22436 2.10237  0.0445
H 3.01034 -3.59595 3.14619  0.4099
H 3.69829 -2.00145 3.51709  0.4143
H -0.90243 -0.49656 5.32524  0.5581
H -2.73277 -1.00731 6.89625  0.5005
H -4.96933 -1.61243 6.12548  0.4454
H -6.57436 -2.02353 4.03793  0.4853
H -6.81433 -2.03382 1.60883  0.4331
H -4.95503 -1.36524 0.11287  0.6372
Cl -1.63999 -3.51173 -0.20812  -0.3394
Si 0.23387 -2.58761 -0.24396  0.2428
Cl 0.94711 -2.62104 -2.24379  -0.3098
Cl 1.42932 -4.11898 0.51670  -0.3168

=====

Entry 2:
Molecular formula: C3H5N2
Method: DFT, wB97M-V/def2-TZVPD

Computed properties:
Net charge: +1
SMILES: C=CNC#[NH+]
E in eV: -6161.0739
F_max in Eh/bohr: 0.11055
E_LUMO in eV: -6.4
Relative energy (zero: lowest compared OMol25 entry of this formula, charge and spin) in kJ/mol: 464.92
HOMO-LUMO gap in eV: 8.69

Last column: Mulliken charge in e.
CARTESIAN COORDINATES (ANGSTROEM)
C 1.06480 -0.47950 0.05586  -0.7086
C 0.70211 0.76017 -0.00521  -0.0662
N -0.66391 1.12182 0.06041  -0.1294
C -1.45741 0.12433 -0.00859  0.3123
N -1.15225 -1.01379 -0.00560  -0.1522
H 2.05439 -0.77537 0.14531  0.3370
H 0.50267 -1.36692 -0.02864  0.3278
H 1.39154 1.50382 -0.18470  0.4176
H -1.07791 2.13183 -0.05707  0.3483
H -1.36402 -2.00640 0.02824  0.3134

=====

Entry 3:
Molecular formula: C16H24N2O2
Method: DFT, wB97M-V/def2-TZVPD

Computed properties:
SMILES: CCc1c(C)[nH]c2c1C(=O)[C@@H](CN1CCOCC1)CC2
E in eV: -24056.8776
F_max in Eh/bohr: 0.01296
E_LUMO in eV: 0.7
Relative energy (zero: lowest compared OMol25 entry of this formula, charge and spin) in kJ/mol: 149.01
HOMO-LUMO gap in eV: 8.69

Last column: Mulliken charge in e.
CARTESIAN COORDINATES (ANGSTROEM)
C -3.17486 -2.60911 1.38795  -1.1329
C -2.74289 -2.24506 -0.03322  -0.9530
C -2.67549 -0.76531 -0.20702  -0.3283
C -3.62794 0.06504 -0.73517  0.5726
C -4.97619 -0.20991 -1.30160  -1.4787
N -3.15402 1.35765 -0.67473  -0.0370
C -1.92473 1.37221 -0.11790  -0.4285
C -1.58175 0.06820 0.19317  1.1466
C -0.32496 -0.27807 0.82618  0.0285
O -0.01845 -1.38854 1.20790  -0.6713
C 0.63878 0.90531 0.95615  0.7437
C 1.49184 0.96776 -0.33041  -1.6928
N 2.66947 0.13671 -0.19178  0.3950
C 3.78388 0.83992 0.41348  -0.4929
C 4.90410 -0.15781 0.70538  -0.7739
O 5.32349 -0.81263 -0.46829  -0.3883
C 4.23841 -1.48109 -1.06835  -0.7009
C 3.10520 -0.51272 -1.41180  -0.5590
C -0.08881 2.22157 1.23932  -1.4329
C -1.09210 2.57324 0.13841  -0.7361
H -3.25754 -3.68823 1.49285  0.3656
H -2.43364 -2.24889 2.09600  0.3249
H -4.13713 -2.15909 1.62491  0.2942
H -3.44243 -2.67306 -0.75505  0.4454
H -1.75312 -2.66665 -0.21261  0.2874
H -5.03891 0.12258 -2.33841  0.3461
H -5.18565 -1.27416 -1.26626  0.3314
H -5.74746 0.31046 -0.73219  0.3430
H -3.66460 2.16609 -0.99223  0.2145
H 1.31357 0.67945 1.78631  0.6103
H 1.76762 2.01556 -0.53923  0.4117
H 0.89976 0.60529 -1.17469  0.5004
H 3.45743 1.30281 1.34641  0.3765
H 4.16896 1.63276 -0.25663  0.3483
H 5.78359 0.35132 1.10389  0.3555
H 4.54061 -0.89568 1.43564  0.3416
H 4.63133 -1.95573 -1.96907  0.3626
H 3.85019 -2.24891 -0.38403  0.3341
H 2.26898 -1.07319 -1.83385  0.4184
H 3.46690 0.21681 -2.16080  0.3169
H 0.64205 3.02629 1.34868  0.4110
H -0.62675 2.12370 2.18517  0.4213
H -1.71378 3.41976 0.44292  0.4452
H -0.56296 2.86336 -0.77540  0.3138

=====

Entry 4:
Molecular formula: C4H8FN
Method: DFT, wB97M-V/def2-TZVPD

Computed properties:
SMILES: CN1CC(F)C1
E in eV: -8481.1862
F_max in Eh/bohr: 0.14086
E_LUMO in eV: 1.1
Relative energy (zero: lowest compared OMol25 entry of this formula, charge and spin) in kJ/mol: 371.62
HOMO-LUMO gap in eV: 10.10

Last column: Mulliken charge in e.
CARTESIAN COORDINATES (ANGSTROEM)
C 1.57700 -0.10047 -0.49754  -0.7555
N 0.28726 -0.19816 -0.62949  -0.1605
C -0.37017 1.08595 0.03176  -0.6278
C -1.57156 0.15944 0.30269  0.1878
F -2.24151 -0.08017 -0.94649  -0.2997
C -0.52483 -1.01187 0.19920  -0.7203
H 2.13514 -0.91956 -0.79338  0.3053
H 1.86546 0.88295 -1.05312  0.2039
H 1.89546 0.17510 0.62655  0.2350
H -0.36258 1.92662 -0.60717  0.3608
H 0.34986 1.07181 1.10261  0.2732
H -2.39786 -0.02111 1.19493  0.3022
H -0.54557 -2.07816 -0.15695  0.3280
H -0.09608 -0.89237 1.22641  0.3676

=====

Entry 5:
Molecular formula: C12H12N2O
Method: DFT, wB97M-V/def2-TZVPD

Computed properties:
E in eV: -17662.5718
F_max in Eh/bohr: 0.09877
E_LUMO in eV: 0.0
Relative energy (zero: lowest compared OMol25 entry of this formula, charge and spin) in kJ/mol: 340.79
HOMO-LUMO gap in eV: 7.37

Last column: Mulliken charge in e.
CARTESIAN COORDINATES (ANGSTROEM)
C 4.57183 -0.15066 -0.65045  0.0765
C 1.60648 -1.65433 0.95466  -0.8656
C 0.70790 -2.65728 0.59134  -0.6542
C 1.28850 -0.30225 0.90032  0.8529
C -0.62147 -2.23767 0.28035  0.6360
C 0.00905 -0.03896 0.44723  0.3071
C 1.89461 1.96743 0.65053  -0.5427
C 0.54958 2.22515 0.34627  0.0662
C 2.24966 0.67206 1.21322  -0.8056
C -1.71918 -3.22306 -0.12668  -1.2848
C -1.90273 2.42597 -1.40375  -0.8583
C -1.79805 1.71892 -0.04774  -0.7244
N -0.95669 -0.97871 0.19242  -0.3730
N -0.39679 1.26633 0.25218  0.0245
O 3.76882 -0.00432 -1.41906  -0.0901
H 2.64046 -1.80030 1.11579  0.4669
H 1.05704 -3.69953 0.50026  0.3256
H 2.75547 2.69733 0.57673  0.3550
H 0.03864 3.20896 0.29116  0.4510
H -2.35975 -3.64543 0.72579  0.2178
H -2.36648 -2.71430 -0.78889  0.3596
H -1.23660 -4.13847 -0.46149  0.3751
H -2.56510 3.18224 -1.39817  0.4250
H -0.90719 3.01533 -1.36671  0.2571
H -1.97694 1.70689 -2.32497  0.2422
H -1.91010 2.33515 0.88622  0.3864
H -2.42096 0.82350 0.06343  0.3740

=====

Entry 6:
Molecular formula: C3H8S
Method: DFT, wB97M-V/def2-TZVPD

Computed properties:
Net charge: -1
E in eV: -14073.4158
F_max in Eh/bohr: 0.02748
E_LUMO (spin up / spin down) in eV: 3.5 / 3.4
Relative energy (zero: lowest compared OMol25 entry of this formula, charge and spin) in kJ/mol: 204.10
2S+1: 2
HOMO-LUMO gap (spin up / spin down) in eV: 2.31 / 8.44

Last column: Mulliken charge in e.
CARTESIAN COORDINATES (ANGSTROEM)
C 0.23814 2.67281 -1.56236  -2.2639
S 1.78196 2.24513 -0.73211  -0.3932
H 0.19421 2.48249 -2.63386  0.4499
H -0.62533 2.21722 -1.06695  0.4215
H -0.02103 3.73603 -1.50363  0.5772
H 1.94728 3.31268 0.05845  0.3229
C -0.54970 -2.57121 0.60949  -0.7078
C -0.70668 -2.99110 1.84902  -0.4406
H -0.37562 -3.23053 -0.22783  0.2564
H -0.35912 -1.52004 0.43191  0.2786
H -0.75720 -4.04832 2.09287  0.2274
H -0.76691 -2.30516 2.68500  0.2715